ORCA calculation (ωB97M-V/def2-TZVPD) on a single C9H16N2O6 molecule at a distorted geometry.

As for the HOMO energy: -9.355 eV. The HOMO-LUMO gap is 0.353 Eh. The SMILES is C[C@@H](O)[C@H](NC(=O)[C@@H](N)CCC(=O)O)C(=O)O.

```
! RIJCOSX wB97M-V def2-TZVPD def2/J DEFGRID3
* xyz 0 1
C 1.7234 -3.5033 0.6944
C 0.5724 -2.3582 0.4958
O -0.7366 -2.9937 0.6879
C 0.5381 -1.0940 1.4024
N 1.3079 -0.0680 0.8216
C 0.6971 1.1059 0.3125
O 1.4678 2.0803 0.1922
C -0.6916 0.8471 -0.2874
N -1.5819 0.5666 0.8305
C -1.2056 2.0783 -1.1562
C -0.3600 2.1483 -2.4496
C -0.9737 3.0024 -3.5575
O -1.3944 2.6534 -4.5987
O -1.0571 4.3506 -3.3055
C 0.7423 -1.2062 2.8170
O 1.5671 -0.6449 3.4832
O -0.0031 -2.0683 3.5137
H 2.7457 -3.0653 0.9765
H 1.4515 -4.3047 1.3253
H 1.8384 -3.9749 -0.3005
H 0.5487 -2.0876 -0.6187
H -0.7911 -3.7526 0.0241
H -0.5714 -0.6515 1.1679
H 2.0516 0.3146 1.3997
H -0.6142 -0.0534 -0.8673
H -2.4147 0.0691 0.5900
H -1.9281 1.4415 1.3928
H -2.2445 1.8963 -1.2905
H -1.0771 3.0445 -0.5003
H -0.1096 1.1998 -2.8921
H 0.6955 2.4776 -2.1859
H -0.4693 4.4783 -2.5616
H 0.2764 -1.9282 4.4442
*
```

=====

ORCA calculation (ωB97M-V/def2-TZVPD) on a molecular structure, C9H16N2P at a distorted geometry.

As for the HOMO energy: -13.177 eV. The HOMO-LUMO gap is 0.359 Eh.

```
! RIJCOSX wB97M-V def2-TZVPD def2/J DEFGRID3
* xyz 1 1
C 3.4706 0.0494 0.7511
C 3.6324 -0.7380 -0.4031
C 2.2539 0.6644 1.0015
C 2.5286 -1.0099 -1.2185
C 1.1429 0.2587 0.2522
C -2.9541 -0.8606 0.9531
C -1.8871 0.6616 -1.4548
C -1.7876 -1.4113 0.1059
C -0.3103 0.5983 0.4830
N 1.3359 -0.4981 -0.8681
N -1.0478 -0.2414 -0.4975
P -0.7112 2.4444 0.2577
H 4.2720 0.4274 1.4354
H 4.5657 -1.2667 -0.7209
H 2.0920 1.2673 1.9410
H 2.6404 -1.6573 -2.1052
H -2.6438 -0.0135 1.6172
H -3.8426 -0.6666 0.3339
H -3.2368 -1.6472 1.6240
H -2.5191 1.3823 -0.9548
H -1.3123 1.3195 -1.9994
H -2.4649 -0.0703 -1.9843
H -2.1541 -1.9911 -0.8954
H -1.2216 -1.9955 0.8025
H -0.3302 0.4114 1.6391
H 0.1250 -0.6682 -1.0585
H -0.0082 2.6772 1.4684
H 0.3723 2.5739 -0.5053
*
```

=====

ORCA calculation (ωB97M-V/def2-TZVPD) on a molecular structure, C9H16N3 at a distorted geometry.

As for the HOMO energy: -11.249 eV. The HOMO-LUMO gap is 0.286 Eh.

```
! RIJCOSX wB97M-V def2-TZVPD def2/J DEFGRID3
* xyz 1 1
C -3.3316 0.1254 -0.8243
C -3.3089 -0.9667 0.0130
C -2.0616 0.8068 -0.5827
C 1.0443 2.2103 -0.2527
C 0.0360 1.9303 0.8885
C 2.1271 1.0841 -0.3809
C -0.1653 0.4961 0.9678
C 1.2641 -0.2328 -0.2832
C 1.6945 -2.7765 -0.1212
N -2.1238 -1.0318 0.6746
N -1.4253 0.1284 0.4110
N 1.8209 -1.3607 0.2980
H -3.9628 0.4274 -1.5264
H -3.8394 -1.8262 -0.0208
H -1.6373 1.5590 -1.2221
H 0.4961 2.3891 -1.1710
H 1.5282 3.1181 -0.1044
H 0.3321 2.2539 1.9152
H -0.9029 2.4242 0.7477
H 2.5722 1.0535 -1.4614
H 3.1239 1.0737 0.1834
H 0.1772 -0.1611 1.8848
H 0.6469 -0.4035 -1.1451
H 2.5272 -3.3099 0.2867
H 0.6881 -3.2274 0.1071
H 1.8454 -2.8994 -1.3122
H 2.6906 -1.0900 0.7000
H -1.8558 -1.7942 1.3305
*
```

=====

ORCA calculation (ωB97M-V/def2-TZVPD) on 2 unconnected molecules or ions with the total composition C9H16N3 at a distorted geometry.

As for the HOMO energy: -12.209 eV. The HOMO-LUMO gap is 0.345 Eh.

```
! RIJCOSX wB97M-V def2-TZVPD def2/J DEFGRID3
* xyz 1 1
C 2.7396 -2.4016 -1.2176
C 1.5590 -1.1823 0.7347
N 2.3567 -2.1707 0.2127
N 1.2679 -0.0434 0.0483
N 1.1478 -1.4205 1.9960
H 2.7453 -2.8655 0.8007
H 1.5001 0.0435 -0.8685
H 0.6633 0.7184 0.5115
H 1.1130 -2.3732 2.4526
H 0.6489 -0.6790 2.5117
H 1.8417 -1.9972 -1.8339
H 2.6718 -3.5347 -1.3695
H 3.6938 -2.0377 -1.4607
C -2.6833 -0.6226 0.6015
C -1.9167 0.4891 0.0432
C -1.5352 0.5084 -1.3142
C -1.6209 1.5685 0.8754
C -0.8108 1.5776 -1.7982
C -0.9531 2.6735 0.4248
C -0.5493 2.6154 -0.8992
H -2.3814 -1.0162 1.5995
H -2.3818 -1.6458 -0.0101
H -1.6369 -0.3715 -2.0102
H -2.1315 1.6378 1.9471
H -0.5071 1.6479 -2.8061
H -0.8021 3.6157 1.0752
H -0.0691 3.5326 -1.3432
H -3.7502 -0.5890 0.3018
*
```

=====

ORCA calculation (ωB97M-V/def2-TZVPD) on 2 unconnected molecules or ions with the total composition C9H16N3O at a distorted geometry.

As for the HOMO energy (alpha / beta): -3.466 / -8.479 eV. The HOMO-LUMO gap (alpha / beta) is 0.153 / 0.337 Eh. The expectation value of S² is 0.753.

```
! RIJCOSX wB97M-V def2-TZVPD def2/J DEFGRID3
* xyz 0 2
C 1.9019 2.6187 1.8588
C 1.8372 0.1326 1.8397
N 1.3349 1.3513 1.4801
N 3.0499 0.0008 2.4917
N 0.9090 -0.9235 1.9065
H 0.5196 1.4094 0.8988
H 3.6267 0.8255 2.5644
H 3.5186 -0.8733 2.6266
H -0.0820 -0.8573 1.7337
H 1.2537 -1.8525 1.7314
H 2.5980 3.0280 1.1120
H 2.2282 2.6168 2.8929
H 1.0710 3.3362 1.9658
C -1.4108 -3.1533 -0.4471
C -0.8897 -1.4638 -2.2748
C -1.2709 -1.7866 -0.9941
C -0.8357 -0.1067 -2.6891
C -1.6489 -0.7349 -0.1362
C -1.2948 0.8914 -1.8544
C -1.5032 0.5870 -0.4672
O -1.3805 2.2439 -2.0379
H -0.3651 -2.0940 -2.9816
H -0.6025 0.1851 -3.7148
H -1.4477 -3.9055 -1.2500
H -2.4612 -3.2498 -0.1108
H -2.0211 -0.9696 0.8467
H -1.7584 1.4576 0.1304
H -1.0649 2.5526 -2.8960
H -0.8003 -3.5623 0.3545
*
```

=====

ORCA calculation (ωB97M-V/def2-TZVPD) on a molecular structure, C9H16N4O2Sn.

As for the HOMO energy: -15.628 eV. The HOMO-LUMO gap is 0.253 Eh.

```
! RIJCOSX wB97M-V def2-TZVPD def2/J DEFGRID3
* xyz 2 1
Sn -1.1708 0.7261 -0.8953
N -3.0711 2.4558 -0.8964
C -3.2140 3.1683 0.3953
C -1.8430 3.3299 1.0452
N -1.2406 1.9930 1.2487
H -2.8882 3.1598 -1.6196
H -3.9858 2.0683 -1.1540
H -3.8600 2.5854 1.0551
H -3.6704 4.1529 0.2550
H -1.9517 3.8661 1.9930
H -1.1934 3.9071 0.3800
H -1.8193 1.4959 1.9316
H -0.3350 2.1104 1.7088
O 1.7032 -0.1797 -2.4257
C 2.4296 -1.4111 -2.3309
N 3.3916 -1.4123 -1.2673
C 3.2370 -1.7616 0.0453
O 4.1536 -1.7875 0.8182
C 1.8195 -2.0482 0.4717
C 1.4260 -3.1913 1.1666
C 0.0837 -3.3237 1.4899
C -0.8243 -2.3465 1.1082
N -0.4372 -1.2141 0.5126
C 0.8667 -1.0752 0.2448
H 2.2528 0.4619 -2.8916
H 2.9437 -1.6047 -3.2771
H 1.6736 -2.1848 -2.1705
H 4.3579 -1.2143 -1.4962
H 2.1439 -3.9504 1.4390
H -0.2709 -4.1935 2.0179
H -1.8820 -2.4655 1.2948
H 1.1750 -0.1163 -0.1971
*
```

=====

ORCA calculation (ωB97M-V/def2-TZVPD) on 2 unconnected molecules or ions with the total composition C9H16NO at a distorted geometry.

As for the HOMO energy: -10.640 eV. The HOMO-LUMO gap is 0.245 Eh.

```
! RIJCOSX wB97M-V def2-TZVPD def2/J DEFGRID3
* xyz 1 1
C -2.4195 1.8291 0.8736
C -3.3791 1.0065 0.1007
N -2.3664 1.6396 2.3474
H -1.4233 1.8045 0.3341
H -2.5160 2.9409 0.6977
H -3.5100 0.0602 0.5844
H -2.8561 0.5704 -0.8309
H -2.7751 2.4930 2.8996
H -3.0412 0.9020 2.6372
H -1.3683 1.4626 2.7129
H -4.3730 1.3150 -0.0883
C 1.0730 -2.4630 -2.6157
C 2.4163 0.0421 0.4884
C 2.4445 0.6495 -0.7706
C 2.0030 -1.2366 0.8834
C 1.9840 -0.2555 -1.7617
C 1.5335 -2.0411 -0.1319
C 1.5267 -1.5495 -1.4746
O 2.9308 0.8641 1.4545
H 2.5959 1.6738 -0.8991
H 3.2888 0.4754 2.2583
H 2.1416 -1.4791 1.8847
H 1.9906 0.3156 -2.7694
H 1.2604 -3.0314 -0.0108
H 0.1600 -2.8762 -2.3306
H 1.7573 -3.1973 -2.8451
H 0.9215 -1.9147 -3.6283
*
```

=====

ORCA calculation (ωB97M-V/def2-TZVPD) on 2 unconnected molecules or ions with the total composition C9H16NO3 at a distorted geometry.

As for the HOMO energy: -13.177 eV. The HOMO-LUMO gap is 0.385 Eh.

```
! RIJCOSX wB97M-V def2-TZVPD def2/J DEFGRID3
* xyz 1 1
C -2.7959 1.1079 -0.6977
C 1.7703 1.1924 -0.6949
C 1.1477 -1.1217 -0.8140
C 1.8995 -0.0841 1.4124
C -2.2409 0.7224 0.5968
C 2.2081 -0.1915 -0.0882
C -0.0328 0.4435 0.4381
C 3.7365 -0.3659 -0.1414
C -3.9665 -0.8998 0.2896
N -2.7938 -0.3059 -0.2705
O 0.3512 1.4398 -0.3582
O -0.1652 -0.7890 -0.2774
O 0.4880 0.3359 1.6038
H -3.6409 1.6620 -0.8891
H -2.1507 1.4604 -1.4223
H 2.4636 2.1155 -0.3297
H 1.8967 1.2655 -1.7478
H 1.2533 -0.8038 -1.9386
H 1.4347 -2.2198 -0.5387
H 1.8894 -0.9878 1.8949
H 2.6188 0.5913 1.9432
H -2.6113 0.9912 1.6183
H 4.2590 -0.1472 0.7535
H 4.1601 0.2269 -0.9895
H 3.9035 -1.3944 -0.2075
H -4.4420 -0.1855 0.7847
H -4.5691 -1.2232 -0.4260
H -3.8234 -1.7543 1.0625
H -2.2478 -1.0809 -0.5661
*
```

=====

Q: Number 8 is which compound?
A: C9H16NO3